Record 1
{
  "formula": "H8O4",
  "method": "ωB97M-V/def2-TZVPD",
  "elements": ["O", "O", "O", "O", "H", "H", "H", "H", "H", "H", "H", "H"],
  "positions_angstrom": [[-2.136, 0.058, 1.676], [2.593, 1.247, -1.298], [-0.942, -2.180, -0.399], [-0.145, 0.875, -0.029], [-2.244, -0.446, 2.437], [-1.095, 0.280, 1.540], [2.799, 1.555, -0.378], [3.331, 1.274, -1.752], [-1.084, -2.223, -1.389], [0.808, 1.205, -0.192], [-1.575, -1.640, 0.367], [-0.314, -0.002, -0.586]],
  "forces_ev_per_a": [[3.5, 1.6, -2.8], [-5.7, 0.3, 5.1], [-1.1, 1.5, 2.1], [1.4, -1.5, -1.5], [0.0, -1.3, 2.3], [-3.4, -0.6, 0.3], [0.1, -0.4, -1.4], [5.9, 0.2, -3.5], [-0.9, 0.7, 2.2], [-2.5, -1.3, -0.1], [1.9, -1.8, -4.2], [1.1, 2.6, 1.7]],
  "homo_ha": -0.4083,
  "total_energy_ev": -8318.244,
  "lumo_energy_ev": 0.492,
  "e_above_lowest_kcal_mol": 56.1
}

Record 2
{
  "formula": "C4H10FNO",
  "method": "ωB97M-V/def2-TZVPD",
  "elements": ["F", "O", "N", "C", "C", "C", "C", "H", "H", "H", "H", "H", "H", "H", "H", "H", "H"],
  "positions_angstrom": [[-1.686, -1.328, -1.114], [2.440, -0.627, 1.127], [-0.990, 0.796, -0.657], [-1.229, -0.470, 0.016], [1.797, 0.286, 0.570], [-2.352, -0.473, 0.975], [2.242, 0.618, -0.820], [-0.651, 1.350, 0.151], [-2.473, -1.450, 1.295], [-2.054, 0.159, 1.738], [-1.589, 1.130, -1.438], [-0.437, -0.983, 0.487], [2.880, -0.136, -1.202], [3.229, -0.964, 0.586], [2.844, 1.427, -0.687], [1.324, 0.834, -1.420], [-3.295, -0.168, 0.393]],
  "forces_ev_per_a": [[0.8, 0.4, 1.4], [2.4, -2.1, 0.7], [1.5, -0.6, 1.6], [-3.0, -0.2, -4.2], [-1.8, 2.1, -1.1], [-1.9, 0.7, -3.0], [-2.8, -1.6, 0.6], [-0.4, 0.8, -1.6], [-0.4, -1.9, 1.0], [0.0, 1.4, 1.8], [0.4, -0.5, 1.8], [1.7, 0.0, -0.1], [0.6, -1.3, -0.9], [-0.8, 0.0, 0.4], [1.5, 3.0, 0.1], [1.0, -0.1, 0.3], [1.3, -0.1, 1.2]],
  "homo_ha": -0.3083,
  "total_energy_ev": -10561.423,
  "lumo_energy_ev": 0.810,
  "e_above_lowest_kcal_mol": 91.2
}

Record 3
{
  "formula": "C49H49AlClO2",
  "method": "ωB97M-V/def2-TZVPD",
  "elements": ["Cl", "Al", "O", "O", "C", "C", "C", "C", "C", "C", "C", "C", "C", "C", "C", "C", "C", "C", "C", "C", "C", "C", "C", "C", "C", "C", "C", "C", "C", "C", "C", "C", "C", "C", "C", "C", "C", "C", "C", "C", "C", "C", "C", "C", "C", "C", "C", "C", "C", "C", "C", "C", "C", "H", "H", "H", "H", "H", "H", "H", "H", "H", "H", "H", "H", "H", "H", "H", "H", "H", "H", "H", "H", "H", "H", "H", "H", "H", "H", "H", "H", "H", "H", "H", "H", "H", "H", "H", "H", "H", "H", "H", "H", "H", "H", "H", "H", "H", "H", "H", "H", "H"],
  "positions_angstrom": [[-2.219, 1.729, 1.310], [-3.359, 1.018, -0.537], [-5.651, -0.835, -1.713], [-4.985, 0.364, 0.082], [-8.499, 2.792, -1.913], [3.221, 0.292, 2.923], [1.216, -0.489, 1.161], [2.185, -6.096, -0.484], [3.577, 6.807, 2.696], [-9.574, 2.490, -0.955], [0.040, 0.779, -5.075], [5.585, -3.889, 3.493], [6.860, 1.248, -6.542], [-13.862, -0.038, 4.130], [2.245, -4.484, -2.746], [-7.165, 0.915, -0.965], [7.832, -3.754, 5.123], [1.429, 0.776, -5.145], [6.750, -2.915, 5.360], [-11.830, -1.243, 3.667], [8.567, 1.953, -4.999], [7.943, 1.242, -3.982], [-12.809, -0.833, 4.564], [-13.942, 0.340, 2.795], [6.241, 0.529, -5.527], [3.028, -4.164, -1.645], [-0.595, 0.941, -3.849], [-12.965, -0.073, 1.896], [2.083, 1.078, 2.770], [3.876, 4.078, 2.262], [5.626, -2.984, 4.547], [-5.845, 0.062, -0.916], [4.660, 6.132, 3.244], [2.181, 0.940, -3.988], [6.780, 0.528, -4.246], [0.158, 1.095, -2.692], [2.642, 6.118, 1.931], [-7.253, 1.999, -1.930], [2.795, 4.755, 1.711], [-11.907, -0.861, 2.333], [-9.430, 1.364, -0.029], [7.787, -4.665, 4.074], [4.807, 4.766, 3.032], [1.395, -6.411, -1.582], [2.350, -1.278, 1.317], [1.083, 0.689, 1.885], [3.000, -4.972, -0.514], [8.026, 1.957, -6.279], [3.354, -0.885, 2.195], [1.546, 1.098, -2.761], [1.427, -5.607, -2.715], [6.664, -4.732, 3.258], [-8.210, 0.553, -0.013], [6.783, -2.207, 6.180], [6.294, -0.029, -3.454], [2.271, -3.857, -3.630], [-11.007, -1.861, 4.007], [4.242, -1.498, 2.312], [0.434, -0.793, 0.474], [6.630, -5.441, 2.439], [-10.240, 1.124, 0.694], [2.451, -2.199, 0.754], [3.460, 7.872, 2.864], [5.335, -0.030, -5.733], [0.814, -5.855, -3.573], [-14.621, 0.288, 4.831], [4.004, 0.597, 3.609], [2.165, -6.728, 0.397], [-8.568, 3.647, -2.632], [0.199, 1.303, 1.758], [1.924, 0.647, -6.101], [-12.750, -1.133, 5.604], [-13.028, 0.220, 0.854], [4.780, -2.332, 4.733], [-6.427, 2.219, -2.637], [8.362, 1.243, -2.983], [8.512, 2.514, -7.072], [5.390, 6.670, 3.838], [-8.134, -0.276, 0.726], [-1.677, 0.945, -3.793], [-10.490, 3.127, -0.956], [3.993, 3.015, 2.093], [3.265, 0.944, -4.042], [-2.539, -0.123, -1.312], [-0.548, 0.654, -5.977], [-3.505, 2.300, -1.494], [1.796, 6.645, 1.506], [2.133, 1.224, -1.858], [8.629, -5.324, 3.892], [8.710, -3.699, 5.756], [4.710, -3.938, 2.854], [-14.766, 0.957, 2.454], [3.614, -4.724, 0.345], [9.477, 2.505, -4.794], [2.069, 4.218, 1.110], [-0.337, 1.215, -1.735], [-11.143, -1.179, 1.633], [0.754, -7.285, -1.556], [3.662, -3.284, -1.667], [1.977, 1.994, 3.340], [5.649, 4.237, 3.465], [6.435, 1.254, -7.539]],
  "forces_ev_per_a": [[-0.5, -0.2, -0.5], [0.2, -0.2, 0.5], [-0.4, 0.6, 0.1], [-0.7, 0.5, -1.6], [0.7, -1.5, 1.2], [0.0, 0.0, 0.0], [0.0, 0.0, 0.0], [0.0, 0.0, 0.0], [0.0, 0.0, 0.0], [2.0, -1.1, -0.4], [0.1, 0.0, 0.1], [0.0, 0.0, 0.0], [0.0, 0.0, 0.0], [0.0, 0.0, 0.0], [0.0, 0.0, 0.0], [0.1, -0.1, 0.4], [0.0, 0.0, 0.0], [0.0, 0.0, 0.0], [0.0, 0.0, 0.0], [0.0, 0.0, 0.0], [0.0, 0.0, 0.0], [0.0, 0.0, 0.0], [0.0, 0.0, 0.0], [0.0, 0.0, 0.0], [0.0, 0.0, 0.0], [0.0, -0.1, 0.0], [0.0, 0.0, -0.1], [0.0, 0.0, 0.0], [0.1, -0.1, 0.0], [0.1, 0.0, 0.0], [0.0, 0.0, 0.0], [0.2, 0.1, 0.8], [0.0, 0.0, 0.0], [0.0, 0.0, 0.0], [0.0, 0.0, 0.0], [0.1, 0.1, 0.1], [0.1, 0.0, 0.0], [-2.8, -0.3, 1.9], [0.0, 0.0, 0.0], [0.0, 0.0, 0.0], [1.5, 0.4, -1.2], [0.0, 0.0, 0.0], [0.0, 0.0, 0.0], [0.0, 0.0, 0.0], [0.0, 0.0, 0.0], [0.0, 0.1, 0.0], [0.0, 0.0, -0.1], [0.0, 0.0, 0.0], [0.0, 0.0, 0.0], [0.0, 0.0, -0.1], [0.0, 0.0, 0.0], [0.0, 0.0, 0.0], [-1.0, 2.5, -1.6], [0.0, 0.0, 0.0], [0.0, 0.0, 0.0], [0.0, 0.0, 0.1], [0.0, 0.0, 0.0], [0.0, 0.0, 0.0], [0.0, 0.0, 0.0], [0.0, 0.0, 0.0], [0.6, 0.3, -0.7], [0.0, 0.0, 0.0], [0.0, 0.0, 0.0], [0.0, 0.0, 0.0], [0.0, 0.0, 0.0], [0.0, 0.0, 0.0], [0.0, 0.0, 0.0], [0.0, 0.0, 0.0], [-0.2, -0.9, 0.8], [0.1, -0.1, 0.0], [0.0, 0.0, 0.0], [0.0, 0.0, 0.0], [0.0, 0.0, 0.1], [0.0, 0.0, 0.0], [-0.7, -0.2, 0.7], [0.0, 0.0, 0.0], [0.0, 0.0, 0.0], [0.0, 0.0, 0.0], [0.3, 0.8, -0.9], [0.1, 0.0, 0.1], [0.9, -0.7, 0.1], [0.0, 0.1, 0.0], [0.0, 0.0, 0.0], [0.0, 0.0, 0.3], [0.0, 0.0, 0.0], [-0.3, 0.0, 0.1], [0.0, 0.0, 0.0], [0.0, 0.0, 0.0], [0.0, 0.0, 0.0], [0.0, 0.0, 0.0], [0.0, 0.0, 0.0], [0.0, 0.0, 0.0], [0.0, 0.0, 0.0], [-0.1, 0.0, 0.0], [0.0, 0.0, 0.1], [0.0, 0.0, -0.1], [0.0, 0.0, 0.0], [0.0, 0.0, 0.0], [0.0, 0.0, 0.0], [0.0, 0.0, 0.0], [0.0, 0.0, 0.0], [0.0, 0.0, 0.0]],
  "homo_ha": -0.2160,
  "total_charge": -1,
  "total_energy_ev": -74826.369,
  "lumo_energy_ev": 2.085
}

Record 4
{
  "formula": "CH3NO3",
  "method": "ωB97M-V/def2-TZVPD",
  "elements": ["O", "O", "O", "N", "C", "H", "H", "H"],
  "positions_angstrom": [[0.747, -0.974, -0.150], [-0.777, 0.459, -1.075], [-1.213, 0.403, 2.472], [-1.133, 1.059, 1.440], [0.272, -0.130, -1.058], [1.634, -1.262, -0.406], [0.978, -0.044, -1.913], [-0.508, 0.490, 0.691]],
  "forces_ev_per_a": [[-0.5, -0.1, 0.9], [0.7, -1.0, 0.2], [0.1, 1.1, -1.8], [1.1, -2.1, 0.8], [0.5, 0.5, -2.8], [-0.1, 0.0, 0.0], [-0.2, 0.2, 0.2], [-1.6, 1.5, 2.5]],
  "homo_ha": -0.3186,
  "total_energy_ev": -8714.684,
  "lumo_energy_ev": 0.126,
  "e_above_lowest_kcal_mol": 52.6
}

Record 5
{
  "formula": "C6H10",
  "method": "ωB97M-V/def2-TZVPD",
  "elements": ["C", "C", "C", "C", "C", "C", "H", "H", "H", "H", "H", "H", "H", "H", "H", "H"],
  "positions_angstrom": [[2.861, 0.058, 0.428], [1.919, -0.829, -0.391], [-2.042, -0.026, 0.522], [-2.733, 0.808, -0.562], [-0.639, -0.317, 0.203], [0.508, -0.559, -0.083], [-2.759, 0.259, -1.507], [-2.092, 0.496, 1.486], [2.655, 1.116, 0.238], [3.908, -0.136, 0.174], [2.723, -0.126, 1.497], [-2.577, -0.974, 0.656], [2.128, -1.888, -0.195], [-3.762, 1.047, -0.272], [2.097, -0.673, -1.461], [-2.195, 1.745, -0.731]],
  "forces_ev_per_a": [[0.1, 0.0, 0.0], [0.0, 0.0, 0.0], [0.0, 0.0, 0.0], [0.0, 0.0, -0.1], [0.5, -0.1, -0.1], [-0.5, 0.1, 0.1], [0.0, 0.1, 0.1], [0.0, -0.1, -0.1], [0.0, -0.1, 0.0], [-0.2, 0.0, 0.0], [0.0, 0.0, -0.1], [0.1, 0.1, 0.0], [0.0, 0.2, 0.0], [0.2, -0.1, 0.0], [-0.1, 0.0, 0.1], [-0.1, -0.1, 0.0]],
  "homo_ha": -0.3439,
  "total_energy_ev": -6382.629,
  "lumo_energy_ev": 1.084,
  "e_above_lowest_kcal_mol": 28.4
}

Record 6
{
  "formula": "C4H8ClNS",
  "method": "ωB97M-V/def2-TZVPD",
  "elements": ["Cl", "S", "N", "C", "C", "C", "C", "H", "H", "H", "H", "H", "H", "H", "H"],
  "positions_angstrom": [[3.250, -0.813, -0.395], [1.864, 1.585, 0.466], [1.895, -0.066, 0.784], [0.533, 1.546, -0.750], [0.292, 0.065, -0.939], [-0.399, -0.807, 1.399], [0.652, -0.740, 0.330], [-0.415, 1.949, -0.437], [-0.857, 0.080, -1.164], [0.900, -1.834, 0.126], [0.725, -0.344, -1.814], [0.235, -1.199, 2.144], [-1.265, -1.375, 0.985], [0.810, 2.022, -1.667], [-0.781, 0.147, 1.718]],
  "forces_ev_per_a": [[-0.7, 0.2, 0.8], [-0.4, 0.3, 0.8], [1.4, -0.8, -0.5], [0.2, -0.7, 0.1], [-3.7, -0.5, -0.3], [-0.4, 0.6, -1.2], [0.2, -0.1, -2.1], [0.0, 0.7, 0.7], [1.8, -0.8, 0.5], [-0.1, 1.6, -0.1], [0.8, -0.3, -0.7], [-0.5, -1.1, 1.8], [0.9, -0.1, 0.8], [0.3, 0.3, -0.5], [0.0, 0.6, 0.1]],
  "homo_ha": -0.3260,
  "total_energy_ev": -29123.501,
  "lumo_energy_ev": -0.042,
  "e_above_lowest_kcal_mol": 34.8
}